# 1
An isolated molecule of C4H4N2 in a non-equilibrium geometry, computed with ωB97M-V with the def2-TZVPD basis set.

Last columns: bonded neighbours and bond lengths (Å).
Positions of all 10 atoms, in Å:
1 C -0.61176 1.22177 -0.05643  C2 1.433, C6 1.362, H7 1.060
2 C 0.81570 1.11412 0.00859  C1 1.433, C3 1.391, H8 1.127
3 C 1.32390 -0.18012 -0.02879  C2 1.391, N4 1.333, H9 1.114
4 N 0.55680 -1.27049 -0.03481  C3 1.333, N5 1.353
5 N -0.78694 -1.18264 0.09384  N4 1.353, C6 1.367
6 C -1.32869 0.06330 -0.05350  C1 1.362, N5 1.367, H10 1.085
7 H -1.06462 2.14922 0.18546  C1 1.060
8 H 1.47961 2.00188 0.20988  C2 1.127
9 H 2.41309 -0.40987 0.00527  C3 1.114
10 H -2.41197 0.11622 -0.03308  C6 1.085

As for the net charge: 0. The spin multiplicity is 1. Its total energy is -264.27595 Ha. Its SMILES is c1ccnnc1.

Here are the Mulliken charges for atoms 1 to 2, given in e:
1 C -0.279
2 C -0.145

# 2
A cluster of 2 separate species, C3H8N5O2 in total in a non-equilibrium geometry, computed with ωB97M-V with the def2-TZVPD basis set.

Last columns: bonded neighbours and bond lengths (Å).
Positions of all 18 atoms, in Å:
1 C -1.69425 -0.31904 -1.06499  N4 1.174, H11 1.082
2 C 0.90927 0.13971 -0.00024  C3 1.509, N7 1.261, O9 1.414
3 C -0.04066 -0.93670 0.46379  C2 1.509, N5 1.347, N8 1.325
4 N -2.04253 0.71736 -0.63789  C1 1.174, O10 1.161
5 N -0.80328 -0.63012 1.53103  C3 1.347, H12 0.978, H15 1.011
6 N 1.44447 2.37997 0.10026  N7 1.331, H13 1.025, H14 1.050
7 N 0.72758 1.30950 0.43270  C2 1.261, N6 1.331
8 N 0.29572 -2.18201 0.16250  C3 1.325, H16 1.069, H18 1.050
9 O 1.80240 -0.33150 -0.98951  C2 1.414, H17 1.056
10 O -2.14570 1.58215 0.13032  N4 1.161
11 H -1.90675 -1.00446 -1.87516  C1 1.082
12 H -1.33917 -1.27152 2.03863  N5 0.978
13 H 1.06721 3.25075 0.48747  N6 1.025
14 H 2.28054 2.39875 -0.53385  N6 1.050
15 H -0.97798 0.26130 1.97526  N5 1.011
16 H 0.98677 -2.38283 -0.62855  N8 1.069
17 H 1.72233 0.04731 -1.97146  O9 1.056
18 H -0.28597 -3.02861 0.37969  N8 1.050

As for the net charge: +1. The spin multiplicity is 1. Its total energy is -542.97535 Ha.

Here are the Mulliken charges for atoms 1 to 2, given in e:
1 C -0.168
2 C 0.595

# 3
An isolated molecule of C3H11N5 in a non-equilibrium geometry, computed with ωB97M-V with the def2-TZVPD basis set.

Last columns: bonded neighbours and bond lengths (Å).
Positions of all 19 atoms, in Å:
1 C 0.10397 -0.37919 1.32026  N3 1.375, N5 1.369, N6 1.326
2 C -1.24019 0.51190 -1.49609  N4 1.442, H17 1.102, H18 1.100, H19 1.100
3 N 1.25987 -0.69549 0.64671  C1 1.375, C7 1.464, H9 1.009
4 N -0.30935 -0.53548 -1.15570  C2 1.442, C7 1.834, H10 1.015
5 N -0.45575 -1.35318 2.10194  C1 1.369, H11 1.008, H12 1.006
6 N -0.12495 0.90894 1.53328  C1 1.326, H13 1.238, H14 1.012
7 C 1.36103 0.01074 -0.63189  N3 1.464, N4 1.834, N8 1.347, H16 1.093
8 N 1.47798 1.34226 -0.46366  C7 1.347, H15 1.014
9 H 1.40954 -1.68977 0.56815  N3 1.009
10 H -0.22539 -1.19414 -1.92384  N4 1.015
11 H -1.22588 -1.07699 2.69079  N5 1.008
12 H -0.53344 -2.26847 1.69110  N5 1.006
13 H 0.57929 1.51617 0.71557  N6 1.238
14 H -1.07665 1.11968 1.80502  N6 1.012
15 H 1.51679 1.81551 -1.35952  N8 1.014
16 H 2.01369 -0.53352 -1.31881  C7 1.093
17 H -2.27572 0.29001 -1.19291  C2 1.102
18 H -0.97038 1.43718 -0.96657  C2 1.100
19 H -1.28446 0.77382 -2.56384  C2 1.100

As for the net charge: 0. The spin multiplicity is 1. Its total energy is -394.60225 Ha.

Here are the Mulliken charges for atoms 1 to 2, given in e:
1 C 0.391
2 C -0.924

# 4
A cluster of 8 separate species, C39H73Cl14FI2N3O6PS4 in total in a non-equilibrium geometry, computed with ωB97M-V with the def2-TZVPD basis set.

Last columns: bonded neighbours and bond lengths (Å).
Positions of all 143 atoms, in Å:
1 C 8.92194 3.34897 2.02035  C2 1.530, H43 1.080, H44 1.089, H45 1.080
2 C 7.65392 3.12838 1.19345  C1 1.530, I3 2.174, C4 1.543, H46 1.080
3 I 6.71920 5.08214 1.00366  C2 2.174
4 C 6.70035 2.15172 1.91254  C2 1.543, C5 1.519, H47 1.082, H48 1.084
5 C 6.17979 1.04246 1.01508  C4 1.519, C6 1.517, O16 1.422, H49 1.085
6 C 7.24927 -0.01886 0.84003  C5 1.517, O7 1.428, H50 1.093, H51 1.083
7 O 6.64697 -1.11013 0.14368  C6 1.428, C8 1.395
8 C 6.96906 -2.38435 0.61162  O7 1.395, C9 1.534, P12 1.854, H52 1.095
9 C 6.33506 -3.35549 -0.39180  C8 1.534, C10 1.517, H53 1.082, H54 1.087
10 C 6.99820 -3.29580 -1.75445  C9 1.517, F11 1.388, H55 1.088, H56 1.087
11 F 6.05299 -3.04463 -2.73927  C10 1.388
12 P 6.28851 -2.72711 2.30167  C8 1.854, N13 1.551, O14 1.622, O15 1.630
13 N 5.63276 -1.50424 2.99419  P12 1.551, H57 1.017
14 O 5.16800 -3.89177 2.16756  P12 1.622, H58 0.972
15 O 7.52153 -3.37418 3.14862  P12 1.630, H59 0.973
16 O 5.84683 1.49961 -0.28922  C5 1.422, C17 1.421
17 C 4.46467 1.49925 -0.61919  O16 1.421, I18 2.187, C19 1.528, C31 1.524
18 I 4.43492 2.34216 -2.63702  C17 2.187
19 C 3.68135 2.37395 0.35878  C17 1.528, C20 1.537, H60 1.082, H61 1.090
20 C 2.31154 2.90474 -0.09153  C19 1.537, C21 1.542, H62 1.081, H63 1.084
21 C 1.29240 2.49284 0.98927  C20 1.542, S22 1.806, H64 1.082, H65 1.081
22 S -0.38882 2.89118 0.46481  C21 1.806, C23 1.770
23 C -1.31603 2.53510 1.93029  S22 1.770, S24 1.635, N25 1.393
24 S -0.63604 1.66288 3.13411  C23 1.635
25 N -2.60958 3.05121 1.93674  C23 1.393, C26 1.470, C30 1.472
26 C -3.09486 3.41854 3.27512  N25 1.470, C27 1.513, H66 1.089, H67 1.077
27 C -3.89472 2.30277 3.91110  C26 1.513, O28 1.424, H68 1.085, H69 1.087
28 O -5.08938 2.02633 3.18777  C27 1.424, C29 1.413
29 C -4.98590 2.35080 1.81654  O28 1.413, C30 1.524, H70 1.091, H71 1.084
30 C -3.57843 2.17294 1.26014  N25 1.472, C29 1.524, H72 1.088, H73 1.091
31 C 3.96992 0.06143 -0.72814  C17 1.524, C32 1.516, H74 1.089, H75 1.084
32 C 2.60466 -0.16363 -1.34812  C31 1.516, C33 1.538, H76 1.083, H77 1.081
33 C 2.29737 -1.66116 -1.17655  C32 1.538, S34 1.806, H78 1.084, H79 1.083
34 S 0.56492 -1.97287 -1.57979  C33 1.806, C35 1.770
35 C 0.01754 -3.26211 -0.49815  S34 1.770, S36 1.649, N37 1.362
36 S 1.00455 -4.54974 -0.20417  C35 1.649
37 N -1.22784 -3.20314 0.04943  C35 1.362, C38 1.473, C42 1.483
38 C -1.99684 -2.02388 -0.38532  N37 1.473, C39 1.519, H80 1.083, H81 1.081
39 C -1.58947 -0.84721 0.48419  C38 1.519, O40 1.410, H82 1.087, H83 1.087
40 O -2.12234 -0.98187 1.78246  C39 1.410, C41 1.421
41 C -2.21922 -2.33659 2.20087  O40 1.421, C42 1.531, H84 1.089, H85 1.085
42 C -1.25774 -3.31920 1.52776  N37 1.483, C41 1.531, H86 1.086, H87 1.084
43 H 9.41883 4.27312 1.76540  C1 1.080
44 H 9.59771 2.52864 1.78502  C1 1.089
45 H 8.70434 3.33020 3.07819  C1 1.080
46 H 7.93647 2.75336 0.22132  C2 1.080
47 H 5.88643 2.72848 2.33182  C4 1.082
48 H 7.23118 1.74795 2.76696  C4 1.084
49 H 5.37846 0.53976 1.54604  C5 1.085
50 H 8.05084 0.39559 0.22390  C6 1.093
51 H 7.68445 -0.29849 1.79205  C6 1.083
52 H 8.04976 -2.54931 0.54816  C8 1.095
53 H 6.28583 -4.36798 -0.01294  C9 1.082
54 H 5.31119 -3.02011 -0.53434  C9 1.087
55 H 7.42471 -4.26759 -1.99453  C10 1.088
56 H 7.79592 -2.56098 -1.82145  C10 1.087
57 H 6.14259 -1.34730 3.86010  N13 1.017
58 H 5.57690 -4.77337 2.16007  O14 0.972
59 H 7.20055 -4.20216 3.54659  O15 0.973
60 H 4.32083 3.18199 0.68882  C19 1.082
61 H 3.50926 1.75157 1.23640  C19 1.090
62 H 1.96295 2.49095 -1.02759  C20 1.081
63 H 2.32661 3.98791 -0.12838  C20 1.084
64 H 1.51831 2.99923 1.91853  C21 1.082
65 H 1.35947 1.41932 1.09971  C21 1.081
66 H -3.77802 4.25541 3.13568  C26 1.089
67 H -2.30616 3.77989 3.91406  C26 1.077
68 H -3.32563 1.38258 3.98616  C27 1.085
69 H -4.17038 2.57416 4.92672  C27 1.087
70 H -5.34782 3.36667 1.65003  C29 1.091
71 H -5.60540 1.66083 1.25457  C29 1.084
72 H -3.62552 2.35538 0.18880  C30 1.088
73 H -3.32748 1.11990 1.39845  C30 1.091
74 H 3.92435 -0.36106 0.27448  C31 1.089
75 H 4.70972 -0.52301 -1.26239  C31 1.084
76 H 1.80630 0.35604 -0.83381  C32 1.083
77 H 2.57740 0.02824 -2.41176  C32 1.081
78 H 2.90598 -2.20437 -1.89092  C33 1.084
79 H 2.55992 -2.00313 -0.18297  C33 1.083
80 H -3.04872 -2.23253 -0.23495  C38 1.083
81 H -1.88321 -1.80924 -1.43822  C38 1.081
82 H -1.89729 0.07462 -0.00335  C39 1.087
83 H -0.50721 -0.79411 0.57067  C39 1.087
84 H -3.25950 -2.64163 2.09319  C41 1.089
85 H -1.98867 -2.36137 3.26113  C41 1.085
86 H -1.62070 -4.31177 1.77698  C42 1.086
87 H -0.27570 -3.23841 1.97959  C42 1.084
88 Cl -7.84402 -0.85762 0.92556  C89 1.782
89 C -8.52916 -0.18540 2.42711  Cl88 1.782, C90 1.506, H92 1.088, H93 1.089
90 C -9.52292 0.90844 2.13558  C89 1.506, Cl91 1.782, H94 1.089, H95 1.087
91 Cl -8.70580 2.33965 1.45782  C90 1.782
92 H -7.70728 0.17931 3.03965  C89 1.088
93 H -9.01646 -1.00456 2.95326  C89 1.089
94 H -10.01470 1.22172 3.05488  C90 1.089
95 H -10.28568 0.58582 1.43166  C90 1.087
96 Cl -8.51698 6.58559 4.92940  C97 1.783
97 C -8.64775 6.91514 3.18202  Cl96 1.783, C98 1.507, H100 1.087, H101 1.089
98 C -7.94484 5.87528 2.34877  C97 1.507, Cl99 1.785, H102 1.089, H103 1.086
99 Cl -6.17154 5.93950 2.54060  C98 1.785
100 H -8.24749 7.90888 2.99918  C97 1.087
101 H -9.70931 6.91877 2.93891  C97 1.089
102 H -8.15756 6.04626 1.29458  C98 1.089
103 H -8.26549 4.86980 2.60538  C98 1.086
104 Cl -7.36940 -3.15438 -3.71542  C105 1.782
105 C -7.46445 -1.58642 -2.87431  Cl104 1.782, C106 1.507, H108 1.087, H109 1.089
106 C -6.18196 -0.80322 -2.98543  C105 1.507, Cl107 1.783, H110 1.089, H111 1.087
107 Cl -4.84861 -1.56039 -2.07524  C106 1.783
108 H -7.72539 -1.77725 -1.83678  C105 1.087
109 H -8.27484 -1.02535 -3.33666  C105 1.089
110 H -6.32328 0.19301 -2.56904  C106 1.089
111 H -5.86425 -0.70327 -4.02030  C106 1.087
112 Cl -6.13141 9.46568 4.04895  C113 1.781
113 C -6.83102 10.19286 5.51633  Cl112 1.781, C114 1.507, H116 1.087, H117 1.089
114 C -7.78745 11.31348 5.20025  C113 1.507, Cl115 1.782, H118 1.089, H119 1.087
115 Cl -6.95841 12.73778 4.52166  C114 1.782
116 H -6.01172 10.53397 6.14389  C113 1.087
117 H -7.35954 9.39733 6.04047  C113 1.089
118 H -8.28251 11.63963 6.11336  C114 1.089
119 H -8.54630 10.99777 4.48877  C114 1.087
120 Cl 3.20068 -7.28116 -4.99517  C121 1.786
121 C 2.09353 -7.16056 -3.59881  Cl120 1.786, C122 1.505, H124 1.087, H125 1.089
122 C 2.82640 -6.88419 -2.31413  C121 1.505, Cl123 1.785, H126 1.087, H127 1.087
123 Cl 3.82521 -8.26995 -1.79584  C122 1.785
124 H 1.52396 -8.08447 -3.54313  C121 1.087
125 H 1.40572 -6.34305 -3.80786  C121 1.089
126 H 2.10869 -6.69391 -1.52020  C122 1.087
127 H 3.47652 -6.01792 -2.40406  C122 1.087
128 Cl 1.56051 -9.86748 -8.56469  C129 1.783
129 C 2.94452 -8.80514 -8.19742  Cl128 1.783, C130 1.506, H132 1.087, H133 1.089
130 C 3.28374 -7.89428 -9.34822  C129 1.506, Cl131 1.783, H134 1.089, H135 1.087
131 Cl 3.94416 -8.78422 -10.74542  C130 1.783
132 H 3.78839 -9.43500 -7.92735  C129 1.087
133 H 2.66646 -8.20977 -7.32911  C129 1.089
134 H 4.04652 -7.18239 -9.03681  C130 1.089
135 H 2.41107 -7.34168 -9.68664  C130 1.087
136 Cl 0.50102 0.00165 -4.63386  C137 1.781
137 C 0.11114 -1.62901 -5.23509  Cl136 1.781, C138 1.506, H140 1.088, H141 1.089
138 C -1.15585 -1.64544 -6.04981  C137 1.506, Cl139 1.784, H142 1.089, H143 1.087
139 Cl -2.59512 -1.32904 -5.04474  C138 1.784
140 H 0.03866 -2.29299 -4.37650  C137 1.088
141 H 0.95077 -1.95024 -5.84997  C137 1.089
142 H -1.29040 -2.62896 -6.49708  C138 1.089
143 H -1.12958 -0.90388 -6.84406  C138 1.087

As for the net charge: 0. The spin multiplicity is 1. Its total energy is -11217.55317 Ha. Its SMILES is C[C@H](I)C[C@H](CO[C@H](CCF)P(=N)(O)O)OC(I)(CCCSC(=S)N1CCOCC1)CCCSC(=S)N1CCOCC1.ClCCCl.ClCCCl.ClCCCl.ClCCCl.ClCCCl.ClCCCl.ClCCCl.

Here are the Mulliken charges for atoms 1 to 2, given in e:
1 C -1.328
2 C -0.298

Repeat the second record exactly.
A cluster of 2 separate species, C3H8N5O2 in total in a non-equilibrium geometry, computed with ωB97M-V with the def2-TZVPD basis set.

Last columns: bonded neighbours and bond lengths (Å).
Positions of all 18 atoms, in Å:
1 C -1.69425 -0.31904 -1.06499  N4 1.174, H11 1.082
2 C 0.90927 0.13971 -0.00024  C3 1.509, N7 1.261, O9 1.414
3 C -0.04066 -0.93670 0.46379  C2 1.509, N5 1.347, N8 1.325
4 N -2.04253 0.71736 -0.63789  C1 1.174, O10 1.161
5 N -0.80328 -0.63012 1.53103  C3 1.347, H12 0.978, H15 1.011
6 N 1.44447 2.37997 0.10026  N7 1.331, H13 1.025, H14 1.050
7 N 0.72758 1.30950 0.43270  C2 1.261, N6 1.331
8 N 0.29572 -2.18201 0.16250  C3 1.325, H16 1.069, H18 1.050
9 O 1.80240 -0.33150 -0.98951  C2 1.414, H17 1.056
10 O -2.14570 1.58215 0.13032  N4 1.161
11 H -1.90675 -1.00446 -1.87516  C1 1.082
12 H -1.33917 -1.27152 2.03863  N5 0.978
13 H 1.06721 3.25075 0.48747  N6 1.025
14 H 2.28054 2.39875 -0.53385  N6 1.050
15 H -0.97798 0.26130 1.97526  N5 1.011
16 H 0.98677 -2.38283 -0.62855  N8 1.069
17 H 1.72233 0.04731 -1.97146  O9 1.056
18 H -0.28597 -3.02861 0.37969  N8 1.050

As for the net charge: +1. The spin multiplicity is 1. Its total energy is -542.97535 Ha.

Here are the Mulliken charges for atoms 1 to 2, given in e:
1 C -0.168
2 C 0.595